Entry one
Density functional theory data (ωB97M-V with the def2-TZVPD basis set) for 2 unconnected molecules or ions with the total composition C11H14N2O.

Each atom is followed by the atoms it is bonded to, with distances in Å.
Positions of all 28 atoms, in Å:
1 O 1.14 -2.17 -2.17  C13 1.218
2 N -1.46 1.58 -1.46  C9 1.377, C11 1.385, H16 1.003
3 N 2.42 -0.89 -0.84  C13 1.385, H25 1.004, H27 1.005
4 C 1.31 1.55 1.47  C12 1.353, C14 1.396, H18 1.078
5 C 0.66 2.45 -0.65  C9 1.406, C14 1.343, H24 1.114
6 C -1.95 0.04 0.09  C7 1.431, C8 1.492, C11 1.364
7 C -0.64 0.53 0.37  C6 1.431, C9 1.410, C12 1.463
8 C -2.50 -1.10 0.88  C6 1.492, H15 1.097, H20 1.096, H23 1.090
9 C -0.38 1.51 -0.61  N2 1.377, C5 1.406, C7 1.410
10 C 0.94 -2.60 0.14  C13 1.487, H22 1.105, H26 1.097, H28 1.080
11 C -2.43 0.70 -1.01  N2 1.385, C6 1.364, H17 1.083
12 C 0.36 0.59 1.44  C4 1.353, C7 1.463, H21 1.108
13 C 1.44 -1.85 -1.04  O1 1.218, N3 1.385, C10 1.487
14 C 1.47 2.46 0.42  C4 1.396, C5 1.343, H19 1.106
15 H -1.87 -1.27 1.76  C8 1.097
16 H -1.79 2.26 -2.12  N2 1.003
17 H -3.43 0.77 -1.42  C11 1.083
18 H 1.95 1.62 2.33  C4 1.078
19 H 2.40 3.05 0.45  C14 1.106
20 H -3.49 -1.04 1.34  C8 1.096
21 H 0.00 0.00 2.31  C12 1.108
22 H 1.62 -3.45 0.33  C10 1.105
23 H -2.51 -1.98 0.23  C8 1.090
24 H 0.69 3.22 -1.46  C5 1.114
25 H 2.49 -0.48 0.07  N3 1.004
26 H 0.96 -2.07 1.10  C10 1.097
27 H 2.57 -0.39 -1.70  N3 1.005
28 H 0.03 -3.05 -0.23  C10 1.080

Summary:
Lowest unoccupied orbital energy (eV): 0.8

=====

Entry two
Density functional theory data (ωB97M-V with the def2-TZVPD basis set) for 2 unconnected molecules or ions with the total composition C11H14N2O.

Each atom is followed by the atoms it is bonded to, with distances in Å.
Positions of all 28 atoms, in Å:
1 O -0.23 3.14 -0.58  C9 1.208
2 N -1.77 1.89 -1.61  C9 1.392, H16 1.000, H21 1.001
3 N 1.41 0.36 -0.74  C12 1.382, C13 1.401, H18 1.017
4 C 0.64 -1.56 0.16  C6 1.432, C8 1.414, C13 1.400
5 C -2.28 2.44 0.63  C9 1.510, H15 1.084, H23 1.091, H26 1.082
6 C 0.00 -2.33 1.19  C4 1.432, C7 1.360, H25 1.086
7 C -0.42 -1.70 2.32  C6 1.360, C14 1.421, H27 1.080
8 C 1.14 -1.85 -1.13  C4 1.414, C11 1.503, C12 1.371
9 C -1.30 2.58 -0.50  O1 1.208, N2 1.392, C5 1.510
10 C 0.33 0.48 1.53  C13 1.396, C14 1.371, H24 1.075
11 C 1.36 -3.24 -1.67  C8 1.503, H19 1.083, H20 1.091, H28 1.094
12 C 1.58 -0.66 -1.65  N3 1.382, C8 1.371, H22 1.078
13 C 0.79 -0.19 0.39  N3 1.401, C4 1.400, C10 1.396
14 C -0.29 -0.30 2.47  C7 1.421, C10 1.371, H17 1.087
15 H -3.23 2.89 0.36  C5 1.084
16 H -1.37 2.05 -2.52  N2 1.000
17 H -0.38 0.12 3.47  C14 1.087
18 H 1.12 1.29 -1.03  N3 1.017
19 H 1.74 -3.90 -0.91  C11 1.083
20 H 2.08 -3.26 -2.49  C11 1.091
21 H -2.65 1.43 -1.75  N2 1.001
22 H 2.06 -0.59 -2.61  C12 1.078
23 H -2.41 1.40 0.90  C5 1.091
24 H 0.50 1.54 1.60  C10 1.075
25 H -0.10 -3.36 0.88  C6 1.086
26 H -1.96 2.91 1.55  C5 1.082
27 H -0.93 -2.24 3.11  C7 1.080
28 H 0.41 -3.56 -2.10  C11 1.094

Summary:
Lowest unoccupied orbital energy (eV): 0.8

=====

Entry three
Density functional theory data (ωB97M-V with the def2-TZVPD basis set) for 2 unconnected molecules or ions with the total composition C11H14N2O.

Each atom is followed by the atoms it is bonded to, with distances in Å.
Positions of all 28 atoms, in Å:
1 O 1.67 -3.16 1.11  C10 1.217
2 N -1.49 0.20 1.40  C6 1.377, C7 1.375, H23 1.005
3 N 1.53 -0.92 1.31  C10 1.356, H15 1.004, H17 1.003
4 C -1.11 -1.00 -2.07  C5 1.380, C13 1.404, H18 1.087
5 C -1.41 -1.11 -0.73  C4 1.380, C7 1.389, H27 1.084
6 C -1.20 1.50 1.74  N2 1.377, C9 1.363, H21 1.077
7 C -1.27 0.02 0.06  N2 1.375, C5 1.389, C12 1.412
8 C 3.09 -1.85 -0.31  C10 1.516, H20 1.086, H24 1.091, H25 1.091
9 C -0.80 2.19 0.63  C6 1.363, C12 1.440, C14 1.502
10 C 2.04 -2.05 0.76  O1 1.217, N3 1.356, C8 1.516
11 C -0.55 1.35 -1.83  C12 1.398, C13 1.378, H28 1.081
12 C -0.84 1.26 -0.46  C7 1.412, C9 1.440, C11 1.398
13 C -0.69 0.22 -2.61  C4 1.404, C11 1.378, H16 1.080
14 C -0.37 3.63 0.57  C9 1.502, H19 1.087, H22 1.090, H26 1.092
15 H 0.80 -0.98 2.00  N3 1.004
16 H -0.47 0.26 -3.67  C13 1.080
17 H 1.83 -0.01 1.01  N3 1.003
18 H -1.21 -1.87 -2.72  C4 1.087
19 H -0.67 4.06 -0.38  C14 1.087
20 H 2.96 -2.64 -1.04  C8 1.086
21 H -1.33 1.90 2.73  C6 1.077
22 H 0.70 3.76 0.70  C14 1.090
23 H -1.80 -0.52 2.04  N2 1.005
24 H 2.98 -0.88 -0.81  C8 1.091
25 H 4.08 -1.96 0.14  C8 1.091
26 H -0.87 4.20 1.36  C14 1.092
27 H -1.73 -2.05 -0.29  C5 1.084
28 H -0.21 2.28 -2.27  C11 1.081

Summary:
Lowest unoccupied orbital energy (eV): 0.7

=====

Most stable of them? entry three.

=====

Entry one
Density functional theory data (ωB97M-V with the def2-TZVPD basis set) for a gas-phase ion, C9H11N2 (charge +1).

Each atom is followed by the atoms it is bonded to, with distances in Å.
Positions of all 22 atoms, in Å:
1 N 2.16 0.02 1.74  C5 1.212
2 N -0.13 0.38 1.05  C3 1.429, C4 1.432, C10 1.404
3 C -0.56 1.72 1.28  N2 1.429, H14 1.133, H18 1.168, H22 1.040
4 C -0.74 -0.73 1.73  N2 1.432, H15 1.126, H19 1.056, H21 1.070
5 C 2.40 -0.34 0.61  N1 1.212, C9 1.524, H12 1.082
6 C 0.72 -1.26 -2.76  C7 1.405, C8 1.424, H20 1.071
7 C 1.74 -1.17 -1.80  C6 1.405, C9 1.440, H13 1.039
8 C -0.50 -0.57 -2.53  C6 1.424, C11 1.406, H17 1.021
9 C 1.49 -0.39 -0.62  C5 1.524, C7 1.440, C10 1.411
10 C 0.20 0.06 -0.27  N2 1.404, C9 1.411, C11 1.408
11 C -0.73 0.12 -1.32  C8 1.406, C10 1.408, H16 1.144
12 H 3.45 -0.59 0.50  C5 1.082
13 H 2.63 -1.69 -1.94  C7 1.039
14 H -0.35 2.38 0.39  C3 1.133
15 H -0.82 -0.46 2.82  C4 1.126
16 H -1.65 0.80 -1.26  C11 1.144
17 H -1.27 -0.69 -3.19  C8 1.021
18 H -1.70 1.66 1.55  C3 1.168
19 H -1.74 -0.86 1.41  C4 1.056
20 H 0.56 -1.94 -3.57  C6 1.071
21 H -0.11 -1.59 1.65  C4 1.070
22 H -0.16 2.18 2.12  C3 1.040

Summary:
Total charge: +1
Lowest unoccupied orbital energy (alpha / beta) (eV): -6.7 / -5.4

=====

Entry two
Density functional theory data (ωB97M-V with the def2-TZVPD basis set) for a gas-phase ion, C9H11N2 (charge +1).

Each atom is followed by the atoms it is bonded to, with distances in Å.
Positions of all 22 atoms, in Å:
1 N 0.50 -0.20 -0.40  C8 1.443, C9 1.593, C11 1.468, H22 1.076
2 N 4.84 -0.31 0.13  C3 1.321, C7 1.200
3 C 4.02 -1.33 0.33  N2 1.321, C4 1.312
4 C 2.86 -1.28 -0.28  C3 1.312, C8 1.231
5 C -1.74 -0.96 -0.31  C10 1.480, C11 1.503, H12 1.069, H21 1.096
6 C 3.41 1.59 -0.03  C7 1.249, H13 1.099, H14 1.085
7 C 4.36 0.79 0.04  N2 1.200, C6 1.249
8 C 1.91 -0.51 -0.44  N1 1.443, C4 1.231
9 C -0.07 0.26 1.01  N1 1.593, C10 1.532, H15 1.049, H19 1.094
10 C -1.57 -0.03 0.83  C5 1.480, C9 1.532, H16 1.145, H18 1.124
11 C -0.34 -1.36 -0.70  N1 1.468, C5 1.503, H17 1.103, H20 1.187
12 H -2.37 -1.81 -0.27  C5 1.069
13 H 3.04 2.29 0.74  C6 1.099
14 H 3.36 2.04 -1.01  C6 1.085
15 H 0.49 1.13 1.16  C9 1.049
16 H -2.03 -0.28 1.84  C10 1.145
17 H -0.03 -2.19 -0.04  C11 1.103
18 H -2.03 0.99 0.75  C10 1.124
19 H 0.46 -0.45 1.64  C9 1.094
20 H -0.41 -1.65 -1.85  C11 1.187
21 H -2.12 -0.39 -1.17  C5 1.096
22 H 0.32 0.56 -1.14  N1 1.076

Summary:
Total charge: +1
Lowest unoccupied orbital energy (alpha / beta) (eV): -4.7 / -4.6

=====

Most stable of them? entry one.